(1)
A structure of composition C45H46FeN4O8. Source: OMol25; level of theory: ωB97M-V with the def2-TZVPD basis set.

Structure (XYZ):
```
104
Properties=species:S:1:pos:R:3:forces:R:3
Fe 0.062005 -0.495105 -0.297984 -0.300 0.859 -0.364
O 1.039325 -5.473914 -5.042906 -0.040 -0.029 0.021
C 1.388071 -5.576240 -3.849881 -0.006 -0.007 0.008
O 1.964194 -6.503101 -3.249305 0.039 0.031 -0.030
C 1.027508 -4.369640 -2.972792 -0.006 0.004 -0.001
C -0.301454 -3.987495 -2.806105 0.015 0.022 -0.057
C -0.617701 -2.931768 -1.977598 0.051 0.057 -0.030
N 0.306295 -2.212852 -1.332724 -0.050 -0.387 0.290
C 1.590742 -2.522170 -1.551740 0.025 0.093 0.007
C 1.985631 -3.595975 -2.327453 0.007 -0.030 0.062
C 2.575672 -1.535792 -0.959925 -0.161 0.023 0.008
O 3.776186 -1.670676 -1.171110 0.016 -0.044 -0.098
O 2.026704 -0.592844 -0.283515 0.085 0.220 -0.074
H -1.085735 -4.513851 -3.334350 0.007 -0.010 0.000
H -1.647547 -2.640109 -1.820639 0.015 0.026 -0.048
H 3.042110 -3.804817 -2.419827 -0.002 0.009 -0.019
O -2.032812 -0.479435 -0.688685 0.228 0.100 0.586
C -2.640938 0.166036 -1.536859 -0.049 -0.230 -0.379
C -2.151014 0.598256 -2.809689 0.061 0.096 0.035
C -3.065674 1.139895 -3.707640 -0.033 0.032 -0.007
C -2.660689 1.537517 -4.958500 0.006 -0.004 0.018
C -1.311480 1.377702 -5.360238 -0.005 0.013 -0.004
C -0.393352 0.883252 -4.493368 0.000 -0.003 0.029
C -0.746208 0.517061 -3.140299 -0.025 -0.085 0.045
O 0.132940 0.173943 -2.320600 0.163 0.074 0.277
N -3.613471 2.120070 -5.862568 -0.018 -0.004 -0.027
O -3.219357 2.499775 -6.958827 0.006 -0.010 0.007
O -4.782104 2.222901 -5.506160 0.008 0.003 0.013
H -3.695856 0.427233 -1.330771 -0.020 -0.124 -0.076
H -4.105617 1.248878 -3.425082 0.004 0.001 0.005
H -1.036424 1.658222 -6.367004 0.013 0.016 0.009
H 0.641517 0.753531 -4.780499 0.011 0.013 0.006
C 2.639585 3.589010 -0.183675 -0.016 -0.009 0.019
C 2.000965 2.493853 -1.047544 -0.038 0.097 0.002
C 2.902831 2.152737 -2.228714 -0.055 0.053 0.027
C 0.600030 2.937572 -1.421188 -0.032 -0.013 0.139
C 0.395718 3.798757 -2.484880 0.006 -0.063 -0.029
C -0.862099 4.322375 -2.748665 -0.025 0.006 -0.010
C -1.903594 4.034132 -1.895160 0.004 0.056 -0.008
C -1.752984 3.186167 -0.791245 0.100 -0.039 -0.023
C -3.009979 3.102343 0.084510 -0.007 -0.058 0.024
C -3.142679 4.400340 0.896441 -0.025 0.007 -0.037
C -3.260135 1.908998 1.015817 0.070 -0.095 -0.022
C -0.497380 2.585803 -0.601641 0.035 0.037 -0.073
N -0.299577 1.588641 0.408125 0.304 -0.287 -0.320
C -0.312800 2.039772 1.609309 -0.039 0.005 0.074
C -0.290006 1.316692 2.840242 -0.017 0.030 -0.042
C -0.509569 2.092228 3.995432 -0.013 0.020 0.015
C -0.533119 1.560639 5.257441 0.013 0.020 0.016
C -0.303416 0.176306 5.377536 0.007 0.011 -0.015
C -0.057236 -0.605135 4.286618 0.055 0.018 -0.033
C -0.044356 -0.090113 2.938670 0.069 -0.084 -0.038
N 0.201083 -0.863192 1.883058 -0.143 -0.250 -0.396
C 0.858523 -2.093363 2.176435 -0.114 -0.090 0.059
C 0.163644 -3.315069 2.234311 -0.027 -0.059 0.064
C 0.897192 -4.490770 2.406760 -0.023 0.014 0.053
C 2.267315 -4.483402 2.572119 -0.003 0.017 0.027
C 2.930648 -3.267708 2.602658 0.007 -0.053 -0.053
C 2.254057 -2.069607 2.420677 0.015 0.014 -0.043
C 3.045951 -0.773456 2.540432 0.022 0.026 0.052
C 4.386577 -0.812429 1.800805 -0.036 -0.072 0.013
C 3.322002 -0.436829 4.013271 -0.042 -0.011 -0.015
C -1.354283 -3.523106 2.173889 0.033 0.106 0.043
C -2.250625 -2.433943 2.765051 0.027 -0.039 0.060
C -1.831114 -3.819593 0.759568 0.004 -0.017 -0.037
H 3.640928 3.285337 0.129683 -0.001 0.001 0.016
H 2.045256 3.784289 0.713098 0.009 -0.001 -0.012
H 2.720168 4.525930 -0.744276 0.008 -0.005 0.010
H 1.925567 1.598575 -0.440998 0.005 -0.159 0.041
H 3.070194 3.014497 -2.883514 0.026 -0.027 0.021
H 2.475752 1.339423 -2.809718 -0.063 -0.069 -0.063
H 3.872114 1.816765 -1.855854 -0.015 -0.013 -0.012
H 1.228506 4.057767 -3.126790 0.004 -0.005 0.005
H -1.022442 4.959924 -3.609980 0.000 0.002 0.007
H -2.879371 4.473037 -2.079985 -0.003 -0.029 -0.013
H -3.832964 3.109269 -0.638543 -0.008 -0.029 -0.011
H -2.304345 4.504575 1.588943 -0.005 -0.023 0.014
H -4.066097 4.389677 1.482045 0.007 -0.005 -0.004
H -3.153670 5.277940 0.248515 0.021 0.008 0.005
H -2.825291 2.065154 2.001713 0.042 0.020 0.052
H -2.868932 0.964060 0.642575 -0.079 0.189 0.193
H -4.339288 1.804023 1.156542 -0.012 0.012 0.026
H -0.392424 3.125029 1.735629 -0.080 0.009 -0.004
H -0.674365 3.157871 3.859143 0.011 -0.007 -0.011
H -0.708430 2.179925 6.127129 -0.016 -0.004 -0.004
H -0.312886 -0.283696 6.360627 0.002 -0.015 -0.008
H 0.127380 -1.661767 4.420442 0.042 0.007 0.030
H 0.361975 -5.435066 2.428953 0.000 0.001 -0.016
H 2.808954 -5.413035 2.698052 0.012 0.005 -0.031
H 4.003851 -3.248705 2.752431 -0.007 0.005 0.010
H 2.446779 0.023434 2.101615 -0.003 -0.018 -0.022
H 5.129625 -1.384377 2.367215 0.003 -0.005 0.013
H 4.771951 0.205594 1.697467 0.016 0.006 0.012
H 4.297444 -1.240622 0.805042 0.050 0.096 0.052
H 3.913178 -1.235815 4.472308 0.009 0.013 0.005
H 2.409010 -0.315736 4.591172 -0.040 0.010 0.028
H 3.896104 0.491815 4.084981 0.010 -0.010 -0.014
H -1.519257 -4.424306 2.775320 -0.032 0.001 -0.005
H -2.191453 -1.515550 2.183472 -0.032 -0.003 -0.013
H -1.997785 -2.200513 3.798842 -0.011 0.001 -0.021
H -3.286594 -2.785396 2.743525 -0.001 -0.006 0.003
H -1.764706 -2.907718 0.174638 -0.049 0.017 0.008
H -2.877086 -4.141565 0.766188 0.003 -0.013 0.009
H -1.229970 -4.587197 0.270498 0.015 0.019 -0.002
```
Positions in Å, forces in eV/Å.

**Orbital gap (spin up / spin down)**: 0.2359 / 0.2374 hartree
**HOMO energy (spin up / spin down)**: -0.0997 / -0.1013 Eh
**Charge**: -2

=====

(2)
The molecule C9H16N2O4. Source: OMol25; level of theory: ωB97M-V with the def2-TZVPD basis set.

Structure (XYZ):
```
31
Properties=species:S:1:pos:R:3:forces:R:3
C 0.482419 1.004133 1.013710 -1.038 0.189 2.004
C 0.836052 0.911295 -0.386213 1.421 0.577 -2.561
C 0.837254 2.406968 1.594981 -1.971 0.989 0.743
C 1.289590 2.169077 3.046575 0.712 -0.768 0.407
C 1.400050 0.586171 3.111953 2.011 1.670 -0.043
C -0.400488 -1.078574 -1.012225 -0.374 -4.087 -0.158
C 0.099743 -2.495780 -1.563290 2.326 -0.898 0.489
C -1.826476 -1.078987 -1.464104 -3.673 4.502 0.717
C -2.170746 -0.804291 -2.925440 1.147 0.932 1.037
H 1.283001 -0.852489 1.746268 0.143 1.663 -1.103
H -0.539812 0.702549 1.312001 0.106 0.157 -0.357
H -0.017536 3.111136 1.702852 -0.103 -0.834 -0.527
H 1.467689 2.959301 0.931606 0.982 -0.221 -0.066
H 2.284207 2.619864 3.296801 -0.838 -0.349 -0.424
H 0.560848 2.592967 3.781910 0.542 -0.545 -0.607
H 2.357151 0.329251 3.627741 -0.725 -0.078 -0.480
H 0.600339 0.162845 3.712276 -0.477 -0.286 -0.373
H 0.701219 0.183815 -2.275578 0.115 0.332 0.711
H -0.416037 -1.226530 0.062563 0.057 0.054 0.213
H -2.216018 -0.123767 -0.954079 0.613 -0.627 -0.542
H -2.228819 -2.487877 -0.253811 0.220 -0.878 0.893
H -3.218459 -0.595374 -3.094995 -0.262 -0.981 -0.049
H -1.613903 -1.457828 -3.535003 -0.416 -1.388 -1.293
H -1.747536 0.149209 -3.181283 0.509 0.834 0.055
H 0.551210 -1.517291 -3.096487 0.107 2.094 -0.971
N 1.495089 0.189581 1.647974 -0.224 -2.413 3.621
N 0.369273 0.044172 -1.322747 -1.019 -0.660 -0.540
O 1.744511 1.596213 -0.764539 1.232 1.588 -0.827
O 0.195890 -3.534047 -0.917084 -0.814 2.663 -1.737
O -2.699024 -2.045622 -0.942885 0.416 -0.706 -0.707
O 0.539319 -2.420088 -2.899448 -0.727 -2.525 2.476
```
Positions in Å, forces in eV/Å.

**Orbital gap**: 0.3703 hartree
**SMILES string**: C[C@@H](O)[C@H](NC(=O)[C@@H]1CCCN1)C(=O)O
**HOMO energy**: -0.3561 Eh

=====

(3)
The molecule C17H31BrNO3. Source: OMol25; level of theory: ωB97M-V with the def2-TZVPD basis set.

Structure (XYZ):
```
53
Properties=species:S:1:pos:R:3:forces:R:3
C -0.171283 0.171611 3.128462 -0.040 0.203 -0.256
C -1.094333 -0.455432 2.053514 0.248 -0.017 0.417
C -0.328481 -1.196895 0.941361 -0.327 0.016 0.133
Br -1.040690 -3.039622 0.772058 0.053 0.030 0.044
C -0.289830 -0.501352 -0.435173 0.308 0.067 0.034
C 0.647076 -1.278510 -1.414051 -0.229 -0.309 0.072
C 1.863236 -2.024155 -0.861000 0.423 0.078 -0.169
C 3.032460 -1.160759 -0.349956 0.125 -0.107 0.298
C 3.706210 -1.731565 0.887066 0.071 0.278 0.076
O 4.570541 -2.802787 0.467781 -0.387 -0.208 -0.080
C 4.978933 -3.603030 1.475225 -0.061 -0.236 0.186
O 4.836628 -4.786603 1.473611 0.231 0.150 -0.148
C -1.671183 -0.451815 -1.130051 0.072 0.289 -0.343
C -2.650432 0.730053 -0.913839 -0.438 -0.473 0.282
C -3.277781 1.193998 -2.254488 -0.148 0.128 0.077
C -3.808268 0.271278 -0.000292 0.048 0.173 0.205
N -1.991479 1.881309 -0.253279 0.040 0.251 -0.680
O -2.724616 2.924136 -0.168531 0.025 -0.082 0.306
C -0.560676 2.148266 -0.516040 0.341 0.117 0.288
C -0.337531 2.600566 -1.965516 -0.051 0.046 -0.006
C -0.124870 3.284969 0.417505 0.013 -0.135 0.080
C 0.305885 0.917688 -0.185700 -0.198 -0.054 -0.096
H -0.416231 1.226178 3.275652 -0.025 -0.083 0.093
H -0.270704 -0.334705 4.087510 0.082 -0.008 -0.022
H 0.880537 0.148106 2.830727 -0.030 -0.105 0.087
H -1.746942 -1.162280 2.563284 -0.108 0.076 -0.149
H -1.722399 0.328147 1.638587 -0.015 -0.060 -0.124
H 0.685026 -1.368290 1.303667 -0.007 -0.025 -0.202
H 0.037185 -2.024732 -1.932873 0.024 0.003 0.079
H 0.974666 -0.575286 -2.188308 -0.068 -0.014 0.018
H 2.243363 -2.644939 -1.676991 -0.051 -0.027 0.071
H 1.581447 -2.734612 -0.082045 -0.156 0.040 -0.051
H 2.724091 -0.147197 -0.091674 -0.077 -0.027 -0.067
H 3.813165 -1.086416 -1.110913 -0.100 0.206 -0.043
H 4.277074 -0.960539 1.418982 0.136 -0.091 -0.112
H 2.961290 -2.123197 1.589852 0.002 -0.029 -0.079
H 5.470362 -3.060804 2.298335 -0.052 0.095 0.079
H -2.219830 -1.359956 -0.876460 0.107 -0.047 -0.113
H -1.476239 -0.525184 -2.203200 0.055 0.096 0.056
H -4.352052 1.343456 -2.138800 0.074 0.038 0.020
H -2.874242 2.148165 -2.585181 0.082 -0.096 -0.062
H -3.133759 0.442790 -3.031562 0.014 0.020 0.000
H -4.595092 -0.195975 -0.592620 0.101 -0.099 -0.021
H -4.243051 1.135075 0.506121 -0.017 -0.013 -0.110
H -3.480160 -0.443753 0.753688 -0.007 0.022 -0.022
H -0.709162 1.887637 -2.701858 0.091 -0.055 0.036
H -0.821538 3.565516 -2.130459 -0.088 -0.116 -0.050
H 0.734083 2.733864 -2.126023 -0.023 0.017 -0.014
H -0.549085 3.134615 1.412976 0.007 0.020 -0.064
H -0.437785 4.258591 0.047649 -0.044 -0.023 0.050
H 0.962873 3.268657 0.516056 -0.003 0.078 -0.110
H 0.629284 1.010979 0.851368 -0.023 -0.039 -0.002
H 1.204308 1.024739 -0.794155 0.000 0.039 0.110
```
Positions in Å, forces in eV/Å.

**Orbital gap (spin up / spin down)**: 0.3273 / 0.3666 hartree
**HOMO energy (spin up / spin down)**: -0.3073 / -0.3546 Eh
**<S²>**: 0.7540
**Multiplicity**: 2

=====

Number 1: maximum force 0.980 eV/Å. Number 2: maximum force 5.854 eV/Å. Number 3: maximum force 0.726 eV/Å.